17
Properties=species:S:1:pos:R:3:nbo_charge:R:1 method="wB97M-V/def2-TZVPD" total_charge=-2 de_lowest_kcal_mol=18.9 max_force_ev_per_a=1.9 homo_ev=-0.01 mol_weight_g_mol=126.2 energy_ha=-744.15578
C -0.685 0.198 0.157 -0.03
O -0.110 0.372 -1.089 -0.79
C -1.178 1.563 0.693 -0.43
C -2.319 1.548 1.732 -0.52
S -2.125 2.545 3.255 -0.76
H -1.661 -0.345 0.130 0.11
H -0.029 -0.326 0.872 0.14
H -1.501 2.147 -0.183 0.18
H -0.316 2.166 0.986 0.19
H -2.427 0.473 1.962 0.16
H -3.265 1.749 1.203 0.16
H 3.404 -2.502 -1.921 0.52
H 4.804 -2.024 -1.680 0.45
O 4.327 -2.828 -1.920 -0.99
H 0.159 -0.488 -1.522 0.53
H 1.642 -2.384 -0.964 0.40
O 1.282 -1.863 -1.710 -1.33